DFT (ωB97M-V with the def2-TZVPD basis set) results for a molecular structure, C38H99F6N10O13PbS2 in a non-equilibrium geometry.

Each line ends with the Mulliken charge.
Geometry (Å):
Pb: 2.38 -1.02 1.26  1.34
S: 0.77 2.12 1.16  0.23
S: -1.10 0.20 0.59  -0.42
F: 1.26 2.08 3.82  -0.43
F: -2.39 0.73 -1.64  -0.12
F: -0.86 -0.73 -1.87  0.08
F: -0.79 1.63 3.34  -0.14
F: -0.30 1.32 -1.74  -0.10
F: -0.09 3.67 3.17  -0.20
O: -6.89 2.71 3.10  -0.32
O: 6.21 1.05 -0.77  -0.25
O: -5.60 -2.25 1.57  -0.35
O: -1.25 -1.23 0.81  -0.13
O: -0.04 3.02 0.39  -0.59
O: -1.99 -4.06 -1.30  0.27
O: 3.66 2.65 -7.37  -0.44
O: -2.15 1.04 1.13  -0.27
O: 1.07 -1.61 3.24  -0.08
O: 3.24 3.75 8.51  -0.32
O: 2.74 -1.08 -1.19  -0.18
O: 2.19 2.37 1.20  -0.23
O: -0.99 -0.85 -6.32  -0.50
N: 4.21 3.00 -1.71  -0.32
N: -6.90 0.29 1.85  -0.65
N: 0.54 0.56 0.91  0.63
N: 3.68 4.38 -4.83  -0.60
N: 0.52 2.61 9.14  -0.67
N: 1.12 -2.91 -0.08  0.22
N: -5.62 -4.75 3.04  -0.64
N: 3.32 0.35 3.20  -0.04
N: 2.48 -0.48 -5.26  -0.01
N: -3.99 -5.11 -4.22  -0.80
C: -4.25 -2.26 1.14  -0.07
C: -5.71 -4.74 1.57  1.68
C: -1.85 -4.56 0.02  -0.06
C: -6.30 -3.40 1.10  -0.86
C: 2.10 -1.97 -2.06  -0.47
C: 1.16 2.77 7.85  0.56
C: -2.90 -4.43 -3.51  0.71
C: 3.21 -0.71 4.21  0.03
C: -1.16 0.44 -1.30  0.33
C: -6.27 2.68 1.83  -1.00
C: 2.61 2.77 -6.40  -0.23
C: -2.88 -2.94 -3.82  -0.92
C: 1.71 3.20 -4.08  -0.92
C: 4.79 4.52 0.12  -1.59
C: -7.24 4.04 3.41  -0.79
C: 1.35 -1.01 -6.06  -0.17
C: 2.91 0.24 -1.73  0.46
C: -5.85 1.25 1.50  0.90
C: 0.04 2.85 6.80  -1.08
C: 5.67 2.10 0.02  -0.88
C: 1.04 -4.30 -2.22  -1.16
C: -5.47 1.09 0.01  -1.17
C: 4.63 1.69 -7.04  -0.37
C: -3.00 -4.73 -2.03  -0.93
C: 1.82 -3.30 -1.35  -0.26
C: 1.75 -1.08 4.45  -0.75
C: 2.95 3.10 -4.97  1.10
C: 0.24 2.40 3.02  0.55
C: 3.89 -0.27 5.51  -1.57
C: -0.24 -2.07 3.68  -0.44
C: 4.09 4.87 8.48  -0.72
C: 2.07 4.01 7.73  -0.69
C: 0.06 -0.61 -5.37  1.02
C: -2.03 0.08 -6.25  -0.69
C: 5.26 3.34 -0.76  0.77
C: -6.58 -5.92 1.12  -1.60
C: 7.49 1.34 -1.29  -0.83
C: 1.42 -2.56 -6.13  -1.48
H: 1.55 4.85 8.19  0.30
H: -3.84 -1.25 1.15  -0.57
H: 0.15 0.44 -5.10  0.23
H: 3.63 5.82 8.75  0.30
H: -5.22 -5.63 3.34  0.28
H: -4.73 -4.90 1.12  -0.88
H: -1.88 -2.57 -3.58  -0.21
H: 3.70 4.59 0.11  0.27
H: 2.41 -2.89 -6.42  0.39
H: 7.87 0.44 -1.78  0.28
H: 5.37 1.72 -7.84  0.31
H: -6.60 -4.65 3.31  0.32
H: 1.77 -2.01 5.01  0.60
H: -0.73 -1.13 3.96  0.34
H: -0.26 -2.86 4.42  0.39
H: 5.08 1.94 -6.08  0.18
H: 1.43 -0.54 -7.03  0.45
H: 3.83 -1.52 3.79  0.23
H: -4.09 -4.61 -5.10  0.27
H: 1.02 3.93 -4.51  0.44
H: 4.98 -0.37 5.51  0.41
H: -4.48 1.44 -0.27  0.15
H: 1.90 3.47 -6.85  0.49
H: 4.93 4.72 9.16  0.26
H: -2.87 -0.24 -6.87  0.32
H: 4.57 2.38 -2.43  0.09
H: -3.67 -2.35 -3.36  0.21
H: 3.53 -0.88 6.34  0.41
H: 0.41 3.05 5.80  -0.10
H: 3.78 0.81 5.62  0.39
H: -2.00 -4.83 -4.01  0.08
H: 2.03 1.84 -6.42  -0.28
H: 6.45 2.38 0.75  0.68
H: -3.97 -4.36 -1.68  0.11
H: -0.76 -2.45 2.81  -0.31
H: 4.47 4.93 7.44  0.28
H: -8.06 4.11 4.13  0.27
H: 0.75 -3.81 0.23  0.31
H: -7.64 -5.75 1.37  0.38
H: -4.08 -2.71 0.16  0.23
H: 1.69 1.82 7.71  0.15
H: 3.62 4.93 -5.69  0.31
H: -2.51 0.14 -5.26  0.20
H: -7.71 0.52 1.29  0.29
H: -6.33 -6.80 1.72  0.39
H: 0.22 -2.44 -0.24  -0.50
H: 2.79 1.19 3.44  0.05
H: -2.80 -4.92 0.41  0.03
H: 3.62 0.72 -1.07  -1.14
H: 2.39 -0.79 -4.30  -0.54
H: -5.49 0.03 -0.28  0.13
H: 2.77 -3.70 -0.98  0.41
H: -1.76 1.09 -6.56  0.33
H: 5.17 4.41 1.13  0.40
H: -7.29 -3.26 1.53  0.44
H: -4.91 -5.02 -3.80  0.28
H: 3.33 -0.88 -5.64  0.30
H: 2.39 4.15 6.69  0.36
H: -1.36 -3.85 0.68  -0.44
H: 2.00 3.61 -3.11  0.24
H: 3.44 0.17 -2.69  0.61
H: -4.91 1.03 2.01  0.04
H: -7.55 4.75 2.64  0.32
H: -0.17 3.33 9.28  0.24
H: -2.87 -2.81 -4.91  0.46
H: -0.23 -1.24 -4.52  -0.64
H: -1.31 -5.52 -0.07  0.30
H: 0.68 -5.16 -1.65  0.44
H: 4.28 0.69 3.30  0.32
H: -3.64 -2.73 1.92  0.39
H: 1.18 -0.31 4.97  0.48
H: 4.68 4.19 -4.86  0.31
H: 1.86 -4.66 -2.84  0.65
H: -6.26 -3.32 0.01  0.41
H: 1.23 -3.02 -5.15  0.13
H: 4.83 1.78 0.64  -0.27
H: -0.63 3.66 7.10  0.52
H: -6.72 -6.05 0.05  0.36
H: 8.24 1.46 -0.50  0.34
H: -6.26 1.51 -0.61  0.50
H: 0.59 -2.94 -6.74  0.47
H: 1.16 2.26 -4.01  -0.36
H: -6.60 -0.66 1.59  0.38
H: -7.05 2.99 1.12  0.39
H: 5.08 5.44 -0.39  0.43
H: -0.62 1.98 6.80  0.36
H: 4.28 0.65 -7.05  0.05
H: 6.16 3.64 -1.33  0.27
H: 4.01 3.89 -2.16  0.28
H: 1.14 -1.57 -2.42  -0.02
H: 7.49 2.15 -2.02  0.30
H: 0.22 -3.82 -2.75  -0.19
H: 1.97 0.75 -1.96  0.23
H: -5.36 3.27 1.65  0.34
H: -6.38 4.53 3.87  0.29
H: 1.16 2.48 9.91  0.23
H: 3.57 2.32 -4.52  -0.15
H: 2.65 -2.16 -2.99  0.92
H: -2.92 -5.81 -1.84  0.54

Computed properties:
Charge: +1
E_tot in eV: -125740.7835
HOMO in eV: -9.8
LUMO level in Eh: -0.107
Orbital gap in eV: 6.85



DFT (ωB97M-V with the def2-TZVPD basis set) results for 9 unconnected molecules or ions with the total composition C39H102N12O15 in a non-equilibrium geometry.

Each line ends with the Mulliken charge.
Geometry (Å):
O: -4.97 2.73 3.29  0.01
O: -2.31 1.45 -1.10  -0.48
O: 4.69 0.47 2.15  -0.10
O: -3.17 -1.49 4.77  -0.48
O: -8.55 2.93 -1.46  -0.74
O: 1.40 -0.99 0.87  -0.10
O: 1.87 5.17 -1.06  -0.28
O: 2.65 -3.07 -3.64  -0.34
O: 4.41 0.40 -4.74  -0.74
O: -6.58 -1.54 -0.59  -0.54
O: 7.38 8.03 -0.92  -0.32
O: -0.88 -7.37 -6.54  -0.33
O: 3.55 -3.74 4.26  -0.68
O: -0.74 -6.05 0.57  -0.49
O: -0.26 3.43 3.45  -0.53
N: -0.33 -5.24 -4.51  -0.32
N: 1.63 -4.55 4.78  -0.34
N: -5.95 0.28 2.00  0.18
N: -7.69 0.89 -1.81  -0.30
N: 2.66 -0.05 -3.46  -0.12
N: 0.97 0.92 -1.34  0.59
N: -6.86 2.22 -0.21  0.00
N: -2.49 -3.33 2.58  -0.08
N: 2.28 1.73 1.31  0.68
N: 3.44 1.92 -3.44  -0.26
N: 3.17 -5.98 4.06  -0.41
N: 4.57 7.28 -0.89  -0.25
C: 0.25 -0.38 -1.13  -0.63
C: -7.76 2.06 -1.15  0.41
C: -1.42 2.68 2.99  -0.04
C: 5.23 8.32 -1.71  -0.69
C: 3.64 -3.22 -4.68  -0.82
C: -0.57 -8.18 -7.70  -0.74
C: -0.52 -6.70 -4.31  -0.70
C: -6.32 2.23 3.41  -0.76
C: -3.51 -0.42 5.70  -0.70
C: 5.36 -0.22 3.21  -0.88
C: 4.21 6.04 -1.65  -0.81
C: -2.25 -1.14 3.74  -0.27
C: -6.43 0.74 3.30  -0.57
C: 4.78 1.86 2.13  -1.29
C: -1.18 2.24 -0.70  -0.45
C: -4.91 4.14 3.37  -0.84
C: 1.71 2.03 2.60  -0.23
C: 1.23 -1.43 -0.46  -0.87
C: 0.86 3.35 2.56  -0.71
C: 1.06 -4.86 -4.45  -0.72
C: -0.93 -4.70 1.09  0.44
C: -1.96 -4.63 2.26  -0.88
C: -6.24 -2.03 -1.87  -0.79
C: 2.22 -1.68 1.80  -1.28
C: 0.01 -7.52 -5.43  -0.41
C: 3.29 5.03 -0.89  0.02
C: 8.77 7.81 -1.03  -0.80
C: 1.28 -3.42 -3.95  -0.59
C: 0.43 -6.04 -0.29  -0.69
C: -1.53 -2.40 3.11  -0.03
C: -3.50 1.62 -0.23  -0.17
C: 3.60 2.42 1.32  -0.52
C: 3.57 0.69 -3.94  0.40
C: 2.87 -4.75 4.37  0.78
C: 0.01 1.93 -1.79  -0.98
C: 1.33 6.33 -0.41  -0.94
C: -5.48 -1.60 0.35  -0.21
C: 6.59 7.96 -2.08  -0.55
C: -5.93 -1.20 1.81  -0.95
H: 1.52 -4.87 -5.44  0.63
H: 1.34 -3.63 5.04  0.16
H: 9.30 8.26 -1.87  0.30
H: 3.53 5.11 0.17  0.34
H: -6.68 2.46 4.41  0.38
H: -0.02 -4.37 1.58  -0.24
H: -4.27 -0.81 6.38  0.29
H: -5.36 4.53 4.27  0.34
H: -2.60 -0.16 6.25  0.35
H: -2.78 -0.62 2.94  -0.37
H: -0.95 -1.98 2.29  -0.03
H: 0.34 6.09 -0.04  0.24
H: -3.73 2.65 0.06  0.28
H: -5.34 4.49 2.43  0.31
H: 0.28 -5.50 -1.22  0.23
H: 0.53 2.89 -1.83  0.06
H: 1.01 -5.35 4.81  0.14
H: 4.64 -3.16 -4.27  0.28
H: -2.77 -5.31 1.96  0.35
H: 4.76 8.53 -2.66  0.39
H: 1.21 7.03 -1.24  0.31
H: -8.44 0.80 -2.47  0.23
H: 6.88 7.03 -2.58  0.39
H: -1.51 3.28 -0.72  0.77
H: 5.79 2.22 1.90  0.54
H: 5.26 9.26 -1.16  0.37
H: 7.11 8.68 -2.71  0.41
H: 4.09 -6.24 3.74  0.23
H: 3.54 -2.52 -5.51  0.35
H: -4.94 -2.54 0.49  0.64
H: 1.04 -7.37 -5.75  0.37
H: -7.18 -2.03 -2.43  0.27
H: -3.85 4.38 3.47  0.19
H: -3.41 1.00 0.66  -0.34
H: 5.06 -1.26 3.12  0.21
H: -4.39 1.19 -0.70  0.41
H: 4.98 0.06 4.20  0.36
H: 0.54 -7.11 -0.50  0.38
H: 2.30 0.72 1.25  0.28
H: -6.82 3.17 0.14  0.11
H: -0.80 2.05 0.30  0.02
H: -1.48 -0.47 4.13  0.76
H: 3.91 2.34 0.28  0.16
H: -5.95 0.35 4.20  0.13
H: 2.47 2.23 3.35  0.42
H: 2.08 -2.74 2.02  0.27
H: -0.98 -9.17 -7.50  0.28
H: -5.83 -3.04 -1.82  0.35
H: -1.04 -7.68 -8.55  0.24
H: 0.92 -2.63 -4.60  0.30
H: 0.76 -3.26 -3.00  0.10
H: -4.96 0.45 1.91  -0.43
H: -6.96 -1.51 1.95  0.59
H: 3.74 7.70 -0.50  0.23
H: -7.46 0.39 3.42  0.44
H: 0.48 -8.46 -7.71  0.32
H: -0.05 -8.57 -5.14  0.39
H: 6.43 -0.09 3.07  0.34
H: -3.12 -3.48 3.35  0.30
H: 5.10 5.51 -1.99  0.38
H: -7.03 0.20 -1.48  0.42
H: 2.32 -1.09 2.72  0.30
H: -1.64 -4.92 3.26  0.32
H: -0.45 1.83 -2.77  0.54
H: -5.27 -1.69 2.53  0.32
H: 1.39 1.29 -0.50  -0.22
H: 3.52 -4.18 -5.18  0.31
H: -1.13 -3.94 0.34  0.26
H: 3.49 3.98 -1.07  0.01
H: -6.48 1.40 0.24  0.17
H: -0.23 -7.06 -3.32  0.20
H: -3.85 0.49 5.20  0.14
H: 4.77 2.37 3.09  0.45
H: 2.20 -1.34 -0.96  0.59
H: -2.21 2.63 3.73  0.21
H: -5.43 -1.40 -2.25  0.27
H: 0.59 3.51 1.51  0.11
H: 2.70 -1.05 -3.62  0.40
H: -0.23 -0.77 -2.02  0.60
H: 9.29 8.00 -0.09  0.26
H: 3.58 6.32 -2.50  0.33
H: 1.93 6.71 0.42  0.41
H: -4.64 -0.99 0.02  0.02
H: -0.76 -5.03 -5.40  0.32
H: 2.62 2.11 -2.89  0.10
H: 1.51 4.20 2.77  0.39
H: -6.85 2.82 2.67  0.47
H: 2.39 -6.62 4.15  0.16
H: 1.66 -5.48 -3.78  0.40
H: 8.81 6.73 -1.13  0.33
H: 3.49 3.49 1.49  0.35
H: 1.43 -5.88 0.12  0.28
H: 3.24 -1.62 1.44  0.50
H: 1.10 1.18 2.90  -0.07
H: -0.92 -2.73 3.95  0.11
H: 4.04 2.61 -3.88  0.17
H: -1.60 -6.85 -4.27  0.41
H: 0.86 -2.45 -0.59  -0.04
H: -1.21 1.65 2.69  -0.16
H: -1.74 3.27 2.13  0.20
H: 2.15 0.26 -2.65  0.21
H: -0.46 -0.31 -0.30  0.20

Computed properties:
E_tot in eV: -90681.0941
SMILES: COCCNCCOC.COCCNCCOC.COCCNCCOC.COCCNCCOC.COCCNCCOC.COCCNCCOC.NC(N)=O.NC(N)=O.NC(N)=O
HOMO in eV: -8.8
LUMO level in Eh: 0.008
Orbital gap in eV: 8.99



DFT (ωB97M-V with the def2-TZVPD basis set) results for a molecular structure, C39H104CrO17S in a non-equilibrium geometry.

Each line ends with the Mulliken charge.
Geometry (Å):
Cr: 11.22 16.57 14.24  1.26
S: 12.18 15.20 12.12  -0.07
O: 12.57 19.33 10.90  0.20
O: 15.36 18.74 10.91  -0.23
O: 15.49 15.50 14.23  -0.76
O: 11.21 18.38 13.21  0.77
O: 9.83 10.98 14.69  -0.19
O: 9.03 19.43 16.03  -0.28
O: 13.52 9.37 10.53  -0.46
O: 12.86 16.05 13.26  -0.25
O: 14.83 17.38 16.05  -0.18
O: 12.47 15.75 10.83  -0.58
O: 11.46 14.72 15.19  0.76
O: 9.01 12.99 12.72  -0.37
O: 12.44 9.93 17.33  -0.49
O: 12.47 13.84 12.43  -0.32
O: 10.70 15.67 12.62  -0.08
O: 12.24 17.54 15.74  2.58
O: 9.32 16.87 14.74  0.91
C: 14.40 8.24 10.42  0.57
C: 16.03 13.66 15.75  -1.45
C: 8.61 12.36 11.47  1.19
C: 10.58 9.03 13.31  -1.10
C: 11.54 19.67 13.82  2.06
C: 17.65 18.41 11.60  -0.87
C: 15.28 14.13 14.49  2.31
C: 12.31 20.91 9.08  -1.29
C: 14.82 9.22 17.45  -1.48
C: 15.92 18.10 16.73  0.46
C: 12.72 17.00 18.14  -0.41
C: 12.12 19.25 17.53  -0.81
C: 13.56 10.11 15.30  0.72
C: 17.08 17.11 16.86  -1.75
C: 16.68 18.99 10.53  0.32
C: 8.63 20.71 15.66  0.57
C: 8.10 17.51 12.72  -1.06
C: 12.01 19.44 9.55  0.36
C: 15.22 8.06 11.72  -0.83
C: 11.69 13.26 17.08  -1.59
C: 9.75 9.53 14.50  0.53
C: 15.71 13.27 13.27  -1.26
C: 9.44 12.90 10.28  -1.61
C: 7.13 12.52 11.21  -1.47
C: 16.39 19.32 15.90  -1.24
C: 9.47 21.70 16.44  -1.35
C: 12.58 18.37 8.59  -0.90
C: 9.48 14.29 16.60  -1.33
C: 10.78 13.74 16.01  1.86
C: 17.00 18.41 9.18  -1.33
C: 13.66 6.99 9.99  -1.47
C: 8.29 9.09 14.50  -1.64
C: 10.85 20.77 13.12  -1.70
C: 11.92 17.81 17.18  1.13
C: 7.21 20.84 16.08  -1.37
C: 8.21 16.57 13.91  0.30
C: 13.06 19.79 13.96  -1.51
C: 13.48 9.28 16.62  0.42
C: 6.95 16.61 14.74  -1.05
H: 13.54 19.58 10.89  -0.01
H: 13.16 7.13 9.03  0.36
H: 6.95 11.99 10.24  0.39
H: 9.07 17.77 12.26  -0.13
H: 14.02 11.11 15.32  -0.71
H: 15.81 12.57 15.74  0.36
H: 8.83 13.51 17.00  0.57
H: 13.18 19.53 17.34  -0.01
H: 11.51 18.42 12.26  -0.39
H: 11.65 21.20 8.24  0.39
H: 17.56 17.34 11.59  0.30
H: 9.23 22.67 16.16  0.55
H: 13.75 17.17 18.02  0.02
H: 12.99 6.64 10.75  0.37
H: 13.25 8.22 16.37  0.35
H: 17.09 13.70 15.57  0.38
H: 13.21 17.57 15.73  -0.63
H: 17.50 16.95 15.91  0.35
H: 13.54 18.81 13.85  -0.23
H: 12.66 9.12 10.87  0.27
H: 15.19 17.82 10.76  0.07
H: 13.66 18.39 8.58  -0.02
H: 16.87 20.06 10.50  0.37
H: 16.04 8.75 11.82  0.33
H: 15.07 8.59 9.62  0.17
H: 10.47 12.88 15.43  -0.80
H: 6.05 16.38 14.18  0.44
H: 7.87 9.36 15.49  0.33
H: 7.72 18.47 13.11  0.33
H: 10.96 21.70 13.73  0.37
H: 14.14 9.64 14.48  0.19
H: 14.65 8.63 18.33  0.38
H: 14.62 8.39 12.58  -0.09
H: 12.54 10.15 14.85  -0.50
H: 11.72 9.39 17.71  0.28
H: 9.21 13.94 10.08  0.31
H: 12.32 17.40 8.93  0.17
H: 18.13 18.52 8.98  0.38
H: 11.41 19.97 17.08  -0.31
H: 9.47 11.38 13.86  0.08
H: 11.97 14.18 14.57  -0.56
H: 9.09 17.69 15.22  -0.52
H: 16.64 18.93 14.87  0.01
H: 12.54 15.95 18.06  -0.33
H: 18.74 18.68 11.43  0.39
H: 12.05 14.01 17.76  0.00
H: 8.20 8.00 14.32  0.43
H: 13.23 20.19 14.98  0.43
H: 8.76 20.86 14.61  -0.05
H: 10.50 21.52 16.19  0.27
H: 11.56 9.55 13.18  0.05
H: 17.33 19.63 16.36  0.50
H: 15.20 16.63 15.61  -0.31
H: 12.27 18.46 7.53  0.42
H: 6.42 12.07 11.95  0.33
H: 12.11 19.48 18.61  0.49
H: 10.87 17.52 17.26  -0.21
H: 6.63 21.78 15.74  0.33
H: 11.42 20.94 12.22  0.23
H: 10.26 9.16 15.34  0.32
H: 15.55 18.47 17.68  0.55
H: 12.42 17.37 19.14  0.46
H: 6.58 20.00 15.69  0.33
H: 7.10 20.73 17.14  0.39
H: 15.69 20.12 15.91  0.35
H: 9.81 20.55 13.02  0.34
H: 8.81 14.68 15.83  -0.05
H: 9.24 12.23 9.52  0.62
H: 11.23 19.46 14.83  -0.98
H: 16.80 13.30 13.12  0.42
H: 9.61 13.67 12.42  -0.18
H: 14.76 15.91 13.72  -0.06
H: 14.22 13.96 14.58  -0.93
H: 7.67 9.47 13.75  0.36
H: 10.53 12.83 10.56  0.32
H: 6.84 17.63 15.12  0.02
H: 14.23 6.08 9.81  0.42
H: 15.22 13.75 12.43  0.29
H: 9.83 9.04 12.45  0.39
H: 15.56 7.05 11.84  0.39
H: 7.33 17.15 11.99  0.38
H: 17.77 17.60 17.52  0.61
H: 15.25 12.26 13.38  0.17
H: 16.91 17.30 9.18  0.34
H: 8.66 19.34 16.96  0.26
H: 9.42 21.40 17.53  0.25
H: 16.32 18.81 8.42  0.30
H: 8.82 11.28 11.60  -0.12
H: 13.39 20.89 8.76  0.30
H: 15.72 14.09 16.66  0.35
H: 6.92 15.88 15.54  0.32
H: 12.56 12.74 16.73  0.16
H: 10.92 19.37 9.61  0.36
H: 15.05 10.26 17.71  0.31
H: 13.51 20.52 13.27  0.52
H: 6.83 13.56 11.15  0.28
H: 15.65 8.79 16.90  0.38
H: 10.89 7.99 13.45  0.44
H: 9.65 15.13 17.37  0.21
H: 8.37 15.59 13.54  0.30
H: 12.07 21.54 9.94  0.30
H: 11.20 12.56 17.72  0.53
H: 17.30 18.67 12.55  -0.09
H: 16.64 16.18 17.15  0.30

Computed properties:
2S+1: 4
Charge: +1
E_tot in eV: -116189.8173
⟨S²⟩: 3.77
HOMO (spin up / spin down) in eV: -11.5 / -11.5
LUMO level (spin up / spin down) in Eh: -0.098 / -0.075
Orbital gap (spin up / spin down) in eV: 8.82 / 9.46



Question: E_tot of number 1 (C38H99F6N10O13PbS2)?
Answer: -125740.7835 eV



Question: What is the E_tot in the second record?
Answer: -90681.0941 eV